Density functional theory data (wB97M-V/def2-TZVPD) for 2 unconnected molecules or ions with the total composition C5H13NO2 at a distorted geometry.

Output
ΔE to the lowest compared entry with this formula, charge and spin = 15.66 kcal per mole
max |F| = 2.241 eV/Å
HOMO-LUMO gap = 0.3870 hartree

Each line ends with the Mulliken charge.
Element x y z (Å)
C  -2.915  1.967  0.029  -1.167
C  -2.084  0.687  0.338  -0.335
N  -0.656  0.881  0.227  -0.185
C  0.302  -0.076  0.373  0.483
O  -0.007  -1.238  0.283  -0.602
C  1.695  0.433  0.470  -0.332
C  2.463  0.053  -0.837  -1.053
H  -2.760  2.309  -1.008  0.305
H  -2.672  2.797  0.714  0.363
H  -3.979  1.706  0.158  0.350
H  -2.231  0.254  1.346  0.279
H  -2.438  -0.055  -0.403  0.260
H  -0.443  1.867  0.395  0.269
H  1.691  1.539  0.411  0.185
H  2.193  0.149  1.416  0.311
H  2.338  -1.030  -1.001  0.226
H  3.536  0.267  -0.699  0.326
H  2.110  0.588  -1.735  0.317
O  1.004  -4.612  -0.014  -0.656
H  1.803  -4.851  -0.536  0.306
H  1.048  -3.633  0.073  0.350

***

Density functional theory data (wB97M-V/def2-TZVPD) for 2 unconnected molecules or ions with the total composition C5H13NO4.

Output
ΔE to the lowest compared entry with this formula, charge and spin = 1.97 kcal per mole
max |F| = 0.692 eV/Å
HOMO-LUMO gap = 0.3865 hartree

Each line ends with the Mulliken charge.
Element x y z (Å)
C  -1.637  -1.212  0.865  -0.830
O  -0.951  0.020  0.861  -0.228
C  -0.075  0.198  1.976  -0.054
N  0.332  1.563  2.032  -0.705
O  1.013  -0.642  1.900  -0.567
H  -2.353  -1.250  1.693  0.290
H  -0.940  -2.050  0.959  0.344
H  -2.167  -1.274  -0.083  0.247
H  -0.615  -0.066  2.903  0.494
H  0.866  1.783  1.197  0.355
H  -0.473  2.177  2.072  0.259
H  1.616  -0.278  1.226  0.389
C  -0.427  1.664  -1.983  -0.624
O  -0.060  0.293  -2.073  -0.344
C  0.934  -0.113  -1.293  1.047
C  1.177  -1.592  -1.424  -1.033
O  1.584  0.623  -0.590  -0.708
H  0.461  2.299  -2.000  0.307
H  -0.972  1.826  -1.049  0.209
H  -1.065  1.869  -2.838  0.272
H  0.416  -2.044  -2.049  0.313
H  2.160  -1.753  -1.862  0.333
H  1.174  -2.043  -0.436  0.236

***

Density functional theory data (wB97M-V/def2-TZVPD) for 2 unconnected molecules or ions with the total composition C5H13NOP at a distorted geometry.

Output
ΔE to the lowest compared entry with this formula, charge and spin = 103.13 kcal per mole
max |F| = 5.316 eV/Å
HOMO-LUMO gap (spin up / spin down) = 0.2174 / 0.1626 hartree
total charge = +1

Each line ends with the Mulliken charge.
Element x y z (Å)
C  1.104  0.653  -0.590  -0.192
C  1.762  -0.709  -0.403  -0.664
C  1.421  1.438  0.614  -0.267
C  1.134  -1.513  0.658  -0.393
C  -1.756  -0.225  -0.229  -0.933
N  -3.104  0.348  -0.747  -0.331
O  1.064  0.973  1.900  -0.201
P  0.863  -0.575  2.233  0.381
H  1.497  1.101  -1.484  0.436
H  -0.095  0.647  -0.701  -0.043
H  1.814  -1.212  -1.372  0.331
H  2.833  -0.524  -0.105  0.292
H  2.538  1.839  0.545  0.320
H  0.772  2.297  0.324  0.274
H  0.068  -1.927  0.494  0.128
H  1.709  -2.458  0.977  0.437
H  -1.721  -0.206  0.863  0.177
H  -1.659  -1.381  -0.434  0.198
H  -3.268  -0.048  -1.616  0.343
H  -3.017  1.394  -0.829  0.353
H  -3.958  0.088  -0.099  0.356

***

Density functional theory data (wB97M-V/def2-TZVPD) for 2 unconnected molecules or ions with the total composition C5H13NOS at a distorted geometry.

Output
ΔE to the lowest compared entry with this formula, charge and spin = 170.34 kcal per mole
max |F| = 3.549 eV/Å
HOMO-LUMO gap = 0.1651 hartree

Each line ends with the Mulliken charge.
Element x y z (Å)
C  -0.163  1.514  1.912  -1.235
C  -0.427  1.710  0.379  0.576
C  0.971  1.333  -0.482  -0.835
C  0.902  0.492  -1.772  -0.466
S  -0.129  -1.007  -1.648  -0.303
N  -1.056  2.918  0.200  -0.549
C  -0.594  -3.652  -0.095  -0.772
O  -0.307  -2.624  0.794  -0.499
H  0.435  0.658  2.227  0.395
H  -1.204  1.612  2.255  0.362
H  0.084  2.553  2.269  0.327
H  -1.098  0.927  -0.008  0.168
H  1.767  2.147  -0.320  0.447
H  1.358  0.600  0.309  0.272
H  1.952  0.252  -2.175  0.371
H  0.485  1.052  -2.653  0.270
H  -0.300  -1.775  0.275  0.256
H  -0.746  3.356  -0.630  0.301
H  -0.685  -4.565  0.513  0.275
H  0.220  -3.997  -0.626  0.360
H  -1.465  -3.501  -0.724  0.281

***

Density functional theory data (wB97M-V/def2-TZVPD) for C5H13NOS in the gas phase at a distorted geometry.

Output
ΔE to the lowest compared entry with this formula, charge and spin = 91.15 kcal per mole
max |F| = 5.468 eV/Å
HOMO-LUMO gap = 0.3656 hartree

Each line ends with the Mulliken charge.
Element x y z (Å)
O  1.097  -4.240  0.316  -0.607
C  0.172  -2.952  0.429  -0.310
N  0.683  -1.617  0.557  -0.100
C  1.065  -1.141  -0.768  -0.714
C  1.072  0.376  -0.843  -0.709
C  -0.333  0.979  -0.511  -0.454
C  -0.188  2.575  -0.215  -0.883
S  -1.797  3.160  0.466  -0.220
H  1.061  -4.912  0.964  0.284
H  -0.539  -3.407  1.189  0.345
H  -0.221  -3.287  -0.579  0.182
H  1.268  -1.378  1.280  0.184
H  1.956  -1.531  -1.126  0.367
H  0.310  -1.528  -1.573  0.322
H  1.942  0.873  0.017  0.272
H  1.451  0.723  -1.775  0.422
H  -0.866  0.857  -1.524  0.204
H  -0.758  0.296  0.220  0.475
H  0.724  2.980  -0.013  0.570
H  -0.112  3.124  -1.230  0.277
H  -1.748  2.857  1.708  0.094

***

Density functional theory data (wB97M-V/def2-TZVPD) for a molecular structure, C5H13NOS at a distorted geometry.

Output
ΔE to the lowest compared entry with this formula, charge and spin = 82.04 kcal per mole
max |F| = 2.373 eV/Å
HOMO-LUMO gap (spin up / spin down) = 0.2584 / 0.2439 hartree
total charge = +1
2S+1 = 2

Each line ends with the Mulliken charge.
Element x y z (Å)
C  -0.882  -1.079  0.870  -0.248
O  -2.263  -1.352  0.955  -0.565
C  -0.323  -1.733  -0.405  0.293
C  0.859  -0.956  -1.211  -0.370
C  1.579  -1.122  -0.031  -0.207
S  0.422  2.227  0.478  -0.087
C  1.816  3.295  0.109  -0.728
N  -1.381  -1.873  -1.450  -0.655
H  -0.680  -0.001  0.920  -0.031
H  -0.415  -1.500  1.766  0.354
H  -2.718  -0.653  1.441  0.346
H  -0.086  -2.776  -0.202  0.254
H  1.202  -1.502  -2.083  0.340
H  0.606  0.080  -1.397  0.270
H  2.051  -2.052  0.249  0.322
H  1.753  -0.245  0.593  0.242
H  1.684  3.566  -0.944  0.305
H  1.733  4.192  0.711  0.316
H  2.779  2.819  0.215  0.276
H  -1.335  -1.130  -2.141  0.275
H  -2.275  -1.718  -0.984  0.298

***

Density functional theory data (wB97M-V/def2-TZVPD) for a gas-phase ion, C5H13NP (charge +1) at a distorted geometry.

Output
ΔE to the lowest compared entry with this formula, charge and spin = 64.77 kcal per mole
max |F| = 5.232 eV/Å
HOMO-LUMO gap = 0.3882 hartree
total charge = +1

Each line ends with the Mulliken charge.
Element x y z (Å)
C  0.740  1.576  -0.943  -0.847
N  -0.283  0.772  -0.125  0.188
C  -1.661  0.768  -0.652  -0.839
C  0.200  -0.518  0.209  -0.131
P  0.157  -1.604  -1.343  -0.044
C  0.057  -1.181  1.565  -0.550
C  1.481  -0.746  1.244  -0.599
H  0.536  1.263  -1.986  0.391
H  0.593  2.727  -0.939  0.340
H  1.770  1.361  -0.768  0.364
H  -0.306  1.208  0.735  0.361
H  -2.249  -0.065  -0.066  0.344
H  -2.119  1.784  -0.376  0.357
H  -1.925  0.585  -1.637  0.394
H  -0.109  -2.849  -1.071  0.071
H  1.513  -1.814  -1.308  0.047
H  -0.097  -2.231  1.695  0.307
H  -0.235  -0.701  2.488  0.264
H  1.918  0.082  1.763  0.304
H  2.263  -1.376  0.816  0.278

***

Density functional theory data (wB97M-V/def2-TZVPD) for a molecular structure, C5H13NS at a distorted geometry.

Output
ΔE to the lowest compared entry with this formula, charge and spin = 84.97 kcal per mole
max |F| = 2.358 eV/Å
HOMO-LUMO gap (spin up / spin down) = 0.1974 / 0.1817 hartree
total charge = -1
2S+1 = 2

Each line ends with the Mulliken charge.
Element x y z (Å)
C  -1.294  -0.367  -3.196  -0.337
N  -0.127  -0.922  -3.045  -0.495
C  0.472  -0.209  0.229  0.104
C  -0.002  0.484  1.478  -0.005
C  -0.910  -0.243  2.431  -1.161
S  1.425  1.689  3.989  -0.795
C  1.621  0.385  -0.558  -1.246
H  -2.134  -0.665  -2.539  0.301
H  -1.405  0.423  -3.972  0.283
H  -0.923  -1.437  -3.829  0.246
H  0.752  -1.267  0.343  0.162
H  -0.376  -0.267  -0.469  -0.109
H  -0.401  1.476  1.268  0.307
H  0.821  0.953  2.090  -0.256
H  -1.361  0.408  3.185  0.354
H  -0.421  -0.941  3.123  0.286
H  -1.691  -0.846  1.952  0.346
H  1.548  1.439  -0.833  0.273
H  1.745  -0.306  -1.412  0.394
H  2.662  0.213  -0.236  0.348